A cluster of 18 separate species, C81H207N9O27 in total at a distorted geometry. Source: OMol25; level of theory: ωB97M-V with the def2-TZVPD basis set.

Properties
- Spin multiplicity: 1
- E_HOMO: -0.3055 hartree
- Orbital gap: 8.7 eV
- Charge: 0
- LUMO: 0.42 eV

Last columns: bonded neighbours and bond lengths (Å).
Positions of all 324 atoms, in Å:
1 C 20.9624 27.3525 20.1383  C2 1.536, H5 1.090, H6 1.090, H7 1.090
2 C 21.1288 27.9928 21.5245  C1 1.536, C3 1.509, O4 1.414, H8 1.090
3 C 21.1389 26.9848 22.6474  C2 1.509, H9 1.090, H10 1.090, H11 1.090
4 O 22.3561 28.6955 21.5370  C2 1.414, H12 0.960
5 H 19.9869 26.8713 20.0673  C1 1.090
6 H 21.6841 26.5496 19.9876  C1 1.090
7 H 21.1732 28.0085 19.2937  C1 1.090
8 H 20.3589 28.7195 21.7841  C2 1.090
9 H 21.4299 27.4232 23.6020  C3 1.090
10 H 21.9234 26.2779 22.3774  C3 1.090
11 H 20.2231 26.4021 22.7461  C3 1.090
12 H 22.9708 28.1912 20.9990  O4 0.960
13 C 21.0117 20.5112 10.7526  C14 1.575, H17 1.090, H18 1.090, H19 1.090
14 C 21.1907 21.2713 12.1207  C13 1.575, C15 1.531, O16 1.344, H20 1.090
15 C 20.3771 22.5668 12.1922  C14 1.531, H21 1.090, H22 1.090, H23 1.090
16 O 20.9149 20.5706 13.2340  C14 1.344, H24 0.960
17 H 21.3614 21.2360 10.0174  C13 1.090
18 H 20.0073 20.1228 10.5844  C13 1.090
19 H 21.6760 19.6471 10.7674  C13 1.090
20 H 22.2500 21.5281 12.1272  C14 1.090
21 H 20.6597 23.2451 11.3872  C15 1.090
22 H 20.5539 23.0893 13.1323  C15 1.090
23 H 19.2965 22.4501 12.1093  C15 1.090
24 H 20.0281 20.2030 13.2293  O16 0.960
25 C 17.2114 19.4583 23.6332  C26 1.524, H29 1.090, H30 1.090, H31 1.090
26 C 16.3989 18.2433 24.0656  C25 1.524, C27 1.543, O28 1.409, H32 1.090
27 C 14.9080 18.2653 23.6668  C26 1.543, H33 1.090, H34 1.090, H35 1.090
28 O 17.0323 17.1196 23.4994  C26 1.409, H36 0.960
29 H 17.2863 19.5649 22.5510  C25 1.090
30 H 18.2543 19.3901 23.9429  C25 1.090
31 H 16.7670 20.4023 23.9486  C25 1.090
32 H 16.5966 18.1228 25.1307  C26 1.090
33 H 14.6056 19.2753 23.9435  C27 1.090
34 H 14.3118 17.4730 24.1193  C27 1.090
35 H 14.8222 18.2343 22.5806  C27 1.090
36 H 17.1885 17.1934 22.5551  O28 0.960
37 C 21.2163 20.3838 25.8226  C38 1.545, H41 1.090, H42 1.090, H43 1.090
38 C 22.7175 20.0561 25.6606  C37 1.545, C39 1.549, O40 1.379, H44 1.090
39 C 22.9313 19.0461 24.5064  C38 1.549, H45 1.090, H46 1.090, H47 1.090
40 O 23.4039 21.1953 25.2952  C38 1.379, H48 0.960
41 H 20.9719 21.0538 26.6468  C37 1.090
42 H 20.6433 19.4710 25.9857  C37 1.090
43 H 20.8074 20.8960 24.9516  C37 1.090
44 H 23.1798 19.7051 26.5832  C38 1.090
45 H 23.9806 18.7638 24.4205  C39 1.090
46 H 22.5773 19.4013 23.5386  C39 1.090
47 H 22.3035 18.1604 24.6038  C39 1.090
48 H 23.9767 20.9419 24.5676  O40 0.960
49 C 22.2017 24.3868 26.9324  C50 1.539, H53 1.090, H54 1.090, H55 1.090
50 C 20.8458 24.3099 26.2084  C49 1.539, C51 1.550, O52 1.387, H56 1.090
51 C 19.6209 24.7231 27.0630  C50 1.550, H57 1.090, H58 1.090, H59 1.090
52 O 20.9060 25.0131 25.0144  C50 1.387, H60 0.960
53 H 23.0195 24.1631 26.2474  C49 1.090
54 H 22.2506 23.6049 27.6902  C49 1.090
55 H 22.3965 25.3340 27.4355  C49 1.090
56 H 20.6500 23.2663 25.9621  C50 1.090
57 H 19.6984 25.7643 27.3761  C51 1.090
58 H 19.4631 24.1145 27.9533  C51 1.090
59 H 18.6517 24.6096 26.5773  C51 1.090
60 H 20.0342 25.0797 24.6180  O52 0.960
61 C 25.0309 21.8012 16.6162  C62 1.489, H65 1.090, H66 1.090, H67 1.090
62 C 25.4755 20.8489 17.6705  C61 1.489, C63 1.542, O64 1.384, H68 1.090
63 C 24.3580 20.3604 18.6137  C62 1.542, H69 1.090, H70 1.090, H71 1.090
64 O 25.9856 19.7191 17.0553  C62 1.384, H72 0.960
65 H 25.9279 22.0085 16.0328  C61 1.090
66 H 24.7364 22.7385 17.0883  C61 1.090
67 H 24.3092 21.3885 15.9114  C61 1.090
68 H 26.1964 21.3917 18.2820  C62 1.090
69 H 23.7152 21.1491 19.0047  C63 1.090
70 H 24.7777 20.0072 19.5556  C63 1.090
71 H 23.7230 19.5854 18.1844  C63 1.090
72 H 26.9300 19.7460 17.2258  O64 0.960
73 C 15.9734 21.9767 20.2472  C74 1.487, H77 1.090, H78 1.090, H79 1.090
74 C 15.5651 20.7436 19.5236  C73 1.487, C75 1.532, O76 1.448, H80 1.090
75 C 15.5846 20.9944 18.0122  C74 1.532, H81 1.090, H82 1.090, H83 1.090
76 O 16.5608 19.7168 19.7460  C74 1.448, H84 0.960
77 H 17.0262 22.1640 20.0355  C73 1.090
78 H 15.8821 22.0017 21.3330  C73 1.090
79 H 15.3832 22.7927 19.8303  C73 1.090
80 H 14.5899 20.3961 19.8647  C74 1.090
81 H 16.5085 21.5444 17.8333  C75 1.090
82 H 14.7649 21.6448 17.7068  C75 1.090
83 H 15.5355 20.0952 17.3980  C75 1.090
84 H 16.1950 18.9254 19.3440  O76 0.960
85 C 22.3708 13.6980 12.5592  C86 1.544, H89 1.090, H90 1.090, H91 1.090
86 C 22.6747 13.7834 14.0706  C85 1.544, C87 1.525, O88 1.410, H92 1.090
87 C 21.4413 14.1174 14.9033  C86 1.525, H93 1.090, H94 1.090, H95 1.090
88 O 23.1364 12.5384 14.5450  C86 1.410, H96 0.960
89 H 23.1514 13.1697 12.0118  C85 1.090
90 H 22.3642 14.6691 12.0642  C85 1.090
91 H 21.4464 13.1910 12.2825  C85 1.090
92 H 23.4849 14.4890 14.2548  C86 1.090
93 H 21.0454 15.0734 14.5605  C87 1.090
94 H 21.6714 14.2144 15.9643  C87 1.090
95 H 20.6301 13.3947 14.8155  C87 1.090
96 H 23.3636 12.6770 15.4674  O88 0.960
97 C 18.4603 23.2704 23.3620  C98 1.492, H101 1.090, H102 1.090, H103 1.090
98 C 17.4892 24.3877 23.5487  C97 1.492, C99 1.561, O100 1.372, H104 1.090
99 C 16.1767 24.0711 24.3314  C98 1.561, H105 1.090, H106 1.090, H107 1.090
100 O 18.1853 25.4113 24.1411  C98 1.372, H108 0.960
101 H 17.9368 22.3711 23.0376  C97 1.090
102 H 18.9336 22.8793 24.2626  C97 1.090
103 H 19.2229 23.5476 22.6342  C97 1.090
104 H 17.2963 24.7380 22.5347  C98 1.090
105 H 15.5315 23.3735 23.7974  C99 1.090
106 H 15.5765 24.9340 24.6200  C99 1.090
107 H 16.5098 23.4463 25.1602  C99 1.090
108 H 17.6726 26.2112 24.0031  O100 0.960
109 C 13.7090 17.6654 18.9207  O110 1.434, H118 1.090, H119 1.090, H120 1.090
110 O 15.0805 17.4600 19.2855  C109 1.434, C111 1.415
111 C 15.2374 16.3069 20.0895  O110 1.415, C112 1.588, H121 1.090, H122 1.090
112 C 16.7792 15.9314 20.1442  C111 1.588, N113 1.434, H123 1.090, H124 1.090
113 N 17.4674 16.9952 20.8167  C112 1.434, C114 1.508, H125 1.010
114 C 18.9020 16.6988 21.1730  N113 1.508, C115 1.523, H126 1.090, H127 1.090
115 C 19.7599 16.2098 20.0132  C114 1.523, O116 1.450, H128 1.090, H129 1.090
116 O 21.1187 16.0447 20.4904  C115 1.450, C117 1.416
117 C 21.9764 15.7781 19.3959  O116 1.416, H130 1.090, H131 1.090, H132 1.090
118 H 13.5168 18.6498 18.4938  C109 1.090
119 H 12.9501 17.4443 19.6711  C109 1.090
120 H 13.5182 17.0073 18.0730  C109 1.090
121 H 14.7071 15.4040 19.7865  C111 1.090
122 H 14.8628 16.5501 21.0839  C111 1.090
123 H 17.1013 15.8744 19.1045  C112 1.090
124 H 16.8820 15.0505 20.7779  C112 1.090
125 H 17.4192 17.7228 20.1178  N113 1.010
126 H 18.9744 15.9621 21.9730  C114 1.090
127 H 19.3614 17.5465 21.6813  C114 1.090
128 H 19.6659 16.9970 19.2651  C115 1.090
129 H 19.5639 15.2221 19.5959  C115 1.090
130 H 22.1089 16.5921 18.6832  C117 1.090
131 H 21.7194 14.8535 18.8790  C117 1.090
132 H 22.9608 15.5591 19.8096  C117 1.090
133 C 20.5823 16.5472 10.3757  O134 1.476, H142 1.090, H143 1.090, H144 1.090
134 O 19.5498 17.3035 11.1115  C133 1.476, C135 1.423
135 C 19.6377 17.2747 12.5316  O134 1.423, C136 1.548, H145 1.090, H146 1.090
136 C 18.3602 17.7749 13.2485  C135 1.548, N137 1.457, H147 1.090, H148 1.090
137 N 18.2644 19.2282 13.2087  C136 1.457, C138 1.441, H149 1.010
138 C 17.0592 19.6838 13.8541  N137 1.441, C139 1.519, H150 1.090, H151 1.090
139 C 17.0244 21.1991 13.9516  C138 1.519, O140 1.428, H152 1.090, H153 1.090
140 O 17.7634 21.4818 15.1409  C139 1.428, C141 1.392
141 C 17.7672 22.8165 15.5358  O140 1.392, H154 1.090, H155 1.090, H156 1.090
142 H 20.6001 16.8091 9.3178  C133 1.090
143 H 20.4975 15.4608 10.3498  C133 1.090
144 H 21.5479 16.8114 10.8069  C133 1.090
145 H 20.4627 17.9575 12.7342  C135 1.090
146 H 19.8063 16.2677 12.9134  C135 1.090
147 H 18.3837 17.2862 14.2225  C136 1.090
148 H 17.5005 17.3206 12.7561  C136 1.090
149 H 18.1309 19.4660 12.2362  N137 1.010
150 H 17.1051 19.2906 14.8697  C138 1.090
151 H 16.1783 19.3079 13.3337  C138 1.090
152 H 15.9802 21.5072 14.0047  C139 1.090
153 H 17.4462 21.6026 13.0312  C139 1.090
154 H 18.2181 23.4715 14.7902  C141 1.090
155 H 18.2647 23.0068 16.4868  C141 1.090
156 H 16.7035 23.0182 15.6617  C141 1.090
157 C 26.3221 23.7784 20.0406  O158 1.399, H166 1.090, H167 1.090, H168 1.090
158 O 25.5538 24.2203 21.1228  C157 1.399, C159 1.444
159 C 24.6832 25.3051 20.7345  O158 1.444, C160 1.528, H169 1.090, H170 1.090
160 C 25.3621 26.6640 20.5743  C159 1.528, N161 1.430, H171 1.090, H172 1.090
161 N 24.5018 27.5270 19.8267  C160 1.430, C162 1.437, H173 1.010
162 C 25.1481 28.8086 19.7586  N161 1.437, C163 1.551, H174 1.090, H175 1.090
163 C 24.2612 29.7778 18.9345  C162 1.551, O164 1.480, H176 1.090, H177 1.090
164 O 24.3147 29.5033 17.4816  C163 1.480, C165 1.401
165 C 23.2385 30.1193 16.8292  O164 1.401, H178 1.090, H179 1.090, H180 1.090
166 H 26.9891 24.6273 19.8900  C157 1.090
167 H 25.7682 23.6607 19.1093  C157 1.090
168 H 26.9363 22.9181 20.3066  C157 1.090
169 H 23.9461 25.4002 21.5318  C159 1.090
170 H 24.1247 25.0786 19.8262  C159 1.090
171 H 26.3558 26.6177 20.1287  C160 1.090
172 H 25.4839 27.0716 21.5779  C160 1.090
173 H 24.3574 27.1665 18.8944  N161 1.010
174 H 26.1673 28.7830 19.3728  C162 1.090
175 H 25.2793 29.2117 20.7628  C162 1.090
176 H 24.5216 30.7932 19.2333  C163 1.090
177 H 23.2357 29.5704 19.2402  C163 1.090
178 H 23.3430 29.9929 15.7517  C165 1.090
179 H 23.2380 31.1908 17.0293  C165 1.090
180 H 22.3060 29.6061 17.0639  C165 1.090
181 C 24.6707 16.6151 16.5584  O182 1.471, H190 1.090, H191 1.090, H192 1.090
182 O 24.4401 15.3831 17.3279  C181 1.471, C183 1.423
183 C 25.2625 14.2968 16.9164  O182 1.423, C184 1.555, H193 1.090, H194 1.090
184 C 24.8431 12.9819 17.6331  C183 1.555, N185 1.476, H195 1.090, H196 1.090
185 N 23.4468 12.6576 17.2832  C184 1.476, C186 1.434, H197 1.010
186 C 22.9756 11.3953 17.7736  N185 1.434, C187 1.545, H198 1.090, H199 1.090
187 C 22.6960 11.3820 19.2930  C186 1.545, O188 1.361, H200 1.090, H201 1.090
188 O 21.7763 12.3577 19.5274  C187 1.361, C189 1.447
189 C 21.3860 12.5808 20.9024  O188 1.447, H202 1.090, H203 1.090, H204 1.090
190 H 24.9463 16.5133 15.5088  C181 1.090
191 H 25.5381 17.1210 16.9825  C181 1.090
192 H 23.8035 17.2713 16.6315  C181 1.090
193 H 26.3346 14.4430 17.0479  C183 1.090
194 H 25.1478 14.1455 15.8430  C183 1.090
195 H 24.8835 13.1645 18.7069  C184 1.090
196 H 25.5002 12.1318 17.4493  C184 1.090
197 H 23.0807 13.2828 17.9870  N185 1.010
198 H 23.6595 10.5902 17.5048  C186 1.090
199 H 22.0242 11.0984 17.3323  C186 1.090
200 H 23.6372 11.5152 19.8264  C187 1.090
201 H 22.2959 10.3969 19.5333  C187 1.090
202 H 20.7691 13.4753 20.9885  C189 1.090
203 H 22.1977 12.6193 21.6290  C189 1.090
204 H 20.7821 11.7582 21.2855  C189 1.090
205 C 28.0375 24.2908 16.4180  O206 1.372, H214 1.090, H215 1.090, H216 1.090
206 O 26.7457 24.7359 16.5406  C205 1.372, C207 1.442
207 C 26.6656 26.1442 16.2423  O206 1.442, C208 1.554, H217 1.090, H218 1.090
208 C 25.1833 26.5847 16.0834  C207 1.554, N209 1.426, H219 1.090, H220 1.090
209 N 24.3634 26.1121 17.1502  C208 1.426, C210 1.471, H221 1.010
210 C 22.9118 26.2957 17.0022  N209 1.471, C211 1.529, H222 1.090, H223 1.090
211 C 22.1064 25.0548 17.3886  C210 1.529, O212 1.460, H224 1.090, H225 1.090
212 O 22.3486 24.0719 16.3361  C211 1.460, C213 1.431
213 C 21.5922 22.8694 16.5076  O212 1.431, H226 1.090, H227 1.090, H228 1.090
214 H 28.6656 24.7293 17.1934  C205 1.090
215 H 28.4277 24.4796 15.4178  C205 1.090
216 H 27.9595 23.2113 16.5469  C205 1.090
217 H 27.2464 26.4725 15.3804  C207 1.090
218 H 27.1252 26.6282 17.1041  C207 1.090
219 H 24.8018 26.1679 15.1513  C208 1.090
220 H 25.1895 27.6690 15.9729  C208 1.090
221 H 24.5703 25.1351 17.3007  N209 1.010
222 H 22.6807 26.5446 15.9665  C210 1.090
223 H 22.6304 27.1748 17.5820  C210 1.090
224 H 21.0753 25.4077 17.3710  C211 1.090
225 H 22.2411 24.6491 18.3912  C211 1.090
226 H 21.8719 22.1700 17.2955  C213 1.090
227 H 21.5468 22.3020 15.5780  C213 1.090
228 H 20.5581 23.1883 16.6380  C213 1.090
229 C 22.3840 22.7570 22.7391  O230 1.365, H238 1.090, H239 1.090, H240 1.090
230 O 21.3947 21.8476 22.5016  C229 1.365, C231 1.417
231 C 21.2047 21.6759 21.1075  O230 1.417, C232 1.567, H241 1.090, H242 1.090
232 C 19.9122 20.8190 20.8833  C231 1.567, N233 1.462, H243 1.090, H244 1.090
233 N 19.4668 20.7073 19.4954  C232 1.462, C234 1.451, H245 1.010
234 C 20.2155 19.8484 18.5964  N233 1.451, C235 1.487, H246 1.090, H247 1.090
235 C 19.3707 19.3486 17.4790  C234 1.487, O236 1.415, H248 1.090, H249 1.090
236 O 19.8472 18.1183 16.9690  C235 1.415, C237 1.432
237 C 20.9573 18.2207 16.0707  O236 1.432, H250 1.090, H251 1.090, H252 1.090
238 H 23.3223 22.2089 22.8242  C229 1.090
239 H 22.3068 23.2288 23.7186  C229 1.090
240 H 22.5180 23.5124 21.9649  C229 1.090
241 H 22.0843 21.2657 20.6114  C231 1.090
242 H 21.0620 22.6136 20.5704  C231 1.090
243 H 19.0731 21.3982 21.2690  C232 1.090
244 H 20.0126 19.8374 21.3464  C232 1.090
245 H 18.4721 20.5557 19.4078  N233 1.010
246 H 20.6060 18.9827 19.1312  C234 1.090
247 H 21.1063 20.3231 18.1851  C234 1.090
248 H 19.2624 20.1742 16.7756  C235 1.090
249 H 18.4245 19.0789 17.9483  C235 1.090
250 H 21.7472 18.7112 16.6397  C237 1.090
251 H 20.7693 18.7490 15.1360  C237 1.090
252 H 21.3089 17.2166 15.8338  C237 1.090
253 C 10.8626 13.2768 12.5162  O254 1.391, H262 1.090, H263 1.090, H264 1.090
254 O 10.7360 14.6563 12.6410  C253 1.391, C255 1.453
255 C 11.9702 15.3826 12.8860  O254 1.453, C256 1.585, H265 1.090, H266 1.090
256 C 12.8397 14.7628 14.0579  C255 1.585, N257 1.467, H267 1.090, H268 1.090
257 N 14.1213 15.4611 14.2039  C256 1.467, C258 1.453, H269 1.010
258 C 14.8478 14.9149 15.3380  N257 1.453, C259 1.579, H270 1.090, H271 1.090
259 C 16.1943 15.6760 15.6578  C258 1.579, O260 1.436, H272 1.090, H273 1.090
260 O 17.1321 14.6988 16.1348  C259 1.436, C261 1.407
261 C 18.4368 15.1833 16.3405  O260 1.407, H274 1.090, H275 1.090, H276 1.090
262 H 11.5957 12.9154 11.7951  C253 1.090
263 H 9.9092 12.9128 12.1332  C253 1.090
264 H 11.1031 12.7870 13.4598  C253 1.090
265 H 11.7398 16.4264 13.0993  C255 1.090
266 H 12.5766 15.3733 11.9803  C255 1.090
267 H 13.1081 13.7113 13.9555  C256 1.090
268 H 12.3134 15.0368 14.9722  C256 1.090
269 H 14.6922 15.4774 13.3709  N257 1.010
270 H 15.0506 13.8515 15.2113  C258 1.090
271 H 14.1926 15.0301 16.2014  C258 1.090
272 H 16.0091 16.3961 16.4548  C259 1.090
273 H 16.6125 16.0806 14.7361  C259 1.090
274 H 18.8742 15.5712 15.4205  C261 1.090
275 H 19.1341 14.4477 16.7414  C261 1.090
276 H 18.4702 15.9988 17.0630  C261 1.090
277 C 18.8988 24.4050 19.4583  O278 1.377, H286 1.090, H287 1.090, H288 1.090
278 O 18.3268 25.3812 18.6741  C277 1.377, C279 1.449
279 C 16.8952 25.5801 18.7822  O278 1.449, C280 1.573, H289 1.090, H290 1.090
280 C 16.4228 26.4713 17.5754  C279 1.573, N281 1.448, H291 1.090, H292 1.090
281 N 16.6556 25.8579 16.2842  C280 1.448, C282 1.458, H293 1.010
282 C 16.3137 26.7482 15.1812  N281 1.458, C283 1.512, H294 1.090, H295 1.090
283 C 16.6541 26.1383 13.8403  C282 1.512, O284 1.403, H296 1.090, H297 1.090
284 O 18.0322 26.0202 13.6035  C283 1.403, C285 1.425
285 C 18.3889 25.4265 12.3579  O284 1.425, H298 1.090, H299 1.090, H300 1.090
286 H 18.6892 24.5140 20.5224  C277 1.090
287 H 19.9686 24.5604 19.3185  C277 1.090
288 H 18.6951 23.4436 18.9869  C277 1.090
289 H 16.5724 25.9874 19.7403  C279 1.090
290 H 16.4433 24.5905 18.7148  C279 1.090
291 H 16.8545 27.4694 17.6496  C280 1.090
292 H 15.3410 26.5595 17.6760  C280 1.090
293 H 17.6108 25.5448 16.1858  N281 1.010
294 H 16.8643 27.6859 15.2560  C282 1.090
295 H 15.2454 26.9143 15.3202  C282 1.090
296 H 16.2460 26.7387 13.0272  C283 1.090
297 H 16.2054 25.1475 13.9114  C283 1.090
298 H 18.0520 25.9435 11.4594  C285 1.090
299 H 17.9202 24.4458 12.2770  C285 1.090
300 H 19.4282 25.0981 12.3581  C285 1.090
301 C 26.4295 19.9312 24.9248  O302 1.441, H310 1.090, H311 1.090, H312 1.090
302 O 25.9096 20.3579 23.6500  C301 1.441, C303 1.447
303 C 26.6674 21.4778 23.1345  O302 1.447, C304 1.563, H313 1.090, H314 1.090
304 C 26.5054 22.7948 23.9601  C303 1.563, N305 1.462, H315 1.090, H316 1.090
305 N 27.3019 23.8371 23.3152  C304 1.462, C306 1.453, H317 1.010
306 C 27.3470 25.0418 24.1270  N305 1.453, C307 1.550, H318 1.090, H319 1.090
307 C 28.3850 26.0263 23.5309  C306 1.550, O308 1.438, H320 1.090, H321 1.090
308 O 27.8509 26.3841 22.2443  C307 1.438, C309 1.413
309 C 28.7719 27.1339 21.4792  O308 1.413, H322 1.090, H323 1.090, H324 1.090
310 H 27.4992 19.7310 24.8624  C301 1.090
311 H 26.0178 19.0124 25.3424  C301 1.090
312 H 26.2412 20.7309 25.6410  C301 1.090
313 H 26.2337 21.6827 22.1557  C303 1.090
314 H 27.6760 21.0849 23.0058  C303 1.090
315 H 26.8604 22.6724 24.9834  C304 1.090
316 H 25.4558 23.0833 24.0177  C304 1.090
317 H 26.7658 24.0555 22.4876  N305 1.010
318 H 27.6669 24.8262 25.1465  C306 1.090
319 H 26.3691 25.5233 24.1325  C306 1.090
320 H 29.3929 25.6153 23.4745  C307 1.090
321 H 28.4312 26.9539 24.1015  C307 1.090
322 H 28.4025 27.2733 20.4632  C309 1.090
323 H 29.7276 26.6355 21.3172  C309 1.090
324 H 29.0192 28.0704 21.9792  C309 1.090